[1]
Below is a cluster of 3 separate species, C12H33N3O3 in total at a distorted geometry, with properties calculated with ωB97M-V with the def2-TZVPD basis set.

Structure (XYZ):
```
51
Properties=species:S:1:pos:R:3:forces:R:3
C -0.19462 3.27485 -0.62328 -1.3 -1.1 1.3
C 0.53562 2.26584 -1.42547 0.3 0.1 -2.0
C 0.14069 0.76704 -1.33335 1.0 0.5 1.1
O 1.10175 0.00334 -2.05469 -0.9 -0.5 -0.1
C 2.36682 -0.13136 -1.44977 -0.1 0.2 -0.9
N 0.46755 2.56769 -2.87835 0.8 -0.3 -0.4
H 0.14101 4.31073 -0.67235 -0.1 -0.2 -0.5
H -0.15275 2.96093 0.41970 0.2 0.1 0.2
H -1.24268 3.07706 -0.84811 -0.4 1.0 -0.1
H 1.58656 2.37424 -1.15737 0.2 -0.5 0.1
H -0.81843 0.49204 -1.77217 -0.1 0.5 0.0
H 0.13986 0.45692 -0.28840 -0.1 -0.1 0.3
H 2.83040 -0.95762 -1.98875 0.2 -0.1 0.3
H 2.30636 -0.33326 -0.38034 0.1 0.1 0.1
H 2.92945 0.76938 -1.69512 0.4 0.1 0.5
H -0.23327 3.16457 -3.29390 -0.3 0.1 0.8
H 0.43343 1.66809 -3.33624 0.2 0.2 -0.5
C -0.06428 3.69054 4.75712 -2.3 0.6 0.5
C 0.13855 2.45317 3.91839 -0.1 1.9 0.5
C -1.22461 2.22313 3.13026 2.3 -1.6 -1.3
O -0.97101 1.27867 2.03919 0.3 -1.0 1.7
C -0.84501 -0.12326 2.61150 -0.4 2.2 -1.0
N 1.30297 2.86504 3.08604 0.0 -1.3 -0.5
H -0.26086 4.48981 4.04254 0.1 0.4 0.2
H 0.65481 4.02561 5.50462 0.5 -0.5 -0.3
H -1.00683 3.55824 5.28833 -0.2 0.2 0.5
H 0.41353 1.70113 4.65793 -0.1 -0.8 -0.8
H -1.51050 3.16791 2.66792 0.0 0.1 -0.1
H -2.08564 1.78160 3.63203 0.2 0.4 1.0
H -0.12956 -0.25074 3.42389 0.4 0.5 -0.2
H -0.53981 -0.69232 1.73337 -0.3 -0.4 0.3
H -1.80970 -0.36494 3.05766 -0.2 -0.4 -0.4
H 1.03546 3.18179 2.16506 -0.2 -0.2 -0.1
H 1.73682 3.65988 3.53336 0.1 0.0 0.0
C -1.33340 -3.13473 -0.16794 0.2 -0.6 -1.6
C -1.09015 -3.74893 -1.55959 0.3 0.3 -0.1
C 0.44839 -3.86796 -1.93315 -2.0 -0.9 1.9
O 0.58617 -4.33999 -3.23902 -0.2 0.4 -0.7
C 0.65979 -3.26193 -4.16868 0.6 -0.6 -0.1
N -1.75558 -5.06835 -1.75424 0.5 0.9 -0.3
H -2.40578 -3.18105 0.02170 0.1 -0.1 0.4
H -1.03139 -2.08825 -0.21010 0.1 0.0 0.4
H -0.73315 -3.71646 0.53161 -0.2 0.3 0.5
H -1.54576 -3.12880 -2.33157 -0.1 0.3 0.0
H 0.72806 -4.68254 -1.26506 0.6 -0.1 0.0
H 1.04507 -2.99962 -1.65376 0.0 0.3 -0.5
H -0.21707 -2.62530 -4.28664 -0.2 0.0 0.7
H 0.79893 -3.69681 -5.15843 0.4 -0.1 0.1
H 1.52934 -2.70087 -3.82634 0.0 0.6 -0.6
H -1.67969 -5.70332 -0.97248 0.3 0.2 0.3
H -1.17606 -5.43078 -2.49781 -0.3 -0.8 -0.4
```
Positions in Å, forces in eV/Å.

Gap between HOMO and LUMO (alpha / beta) in eV: 1.85 / 9.24
2S+1: 2
Calculated total energy in eV: -23587.36511
Energy relative to the best compared isomer or geometry (same formula, charge and spin) in kcal/mol: 6.3
Charge: -1
Lowest unoccupied orbital energy (alpha / beta) in eV: 3.0 / 3.0

---

[2]
Below is a structure of composition C12H34KN3OP3, with properties calculated with ωB97M-V with the def2-TZVPD basis set.

Structure (XYZ):
```
54
Properties=species:S:1:pos:R:3:forces:R:3
K 0.97845 -1.24283 1.15362 -0.1 0.1 -0.1
C 0.58417 -5.51029 -0.50508 0.0 0.0 0.0
P 0.24311 -3.76422 -0.95124 0.0 0.0 0.0
C -1.37725 -3.95493 -1.78372 0.0 0.0 0.0
C 1.33138 -3.58170 -2.43134 0.0 0.0 0.0
C 2.82132 -3.46652 -2.10116 0.0 0.0 0.0
P 3.28336 -1.90345 -1.23513 0.0 0.0 0.0
C 5.09636 -2.13698 -1.12913 0.0 0.0 0.0
C 3.18656 -0.71234 -2.62692 0.0 0.0 0.0
H 0.48725 -6.16277 -1.37519 0.0 0.0 0.0
H -0.12544 -5.83564 0.25620 0.0 0.0 0.0
H 1.58634 -5.61954 -0.09077 0.0 0.0 0.0
H -1.33700 -4.72727 -2.55418 0.0 0.0 0.0
H -1.67739 -3.01313 -2.24355 0.0 0.0 0.0
H -2.13717 -4.22914 -1.05192 0.0 0.0 0.0
H 0.99220 -2.69978 -2.98273 0.0 0.0 0.0
H 1.15933 -4.44001 -3.08767 0.0 0.0 0.0
H 3.41381 -3.53733 -3.01814 0.0 0.0 0.0
H 3.13558 -4.29944 -1.46538 0.0 0.0 0.0
H 5.51964 -2.39259 -2.10237 0.0 0.0 0.0
H 5.33130 -2.93258 -0.42192 0.0 0.0 0.0
H 5.56713 -1.22078 -0.77277 0.0 0.0 0.0
H 3.73971 -1.07403 -3.49614 0.0 0.0 0.0
H 3.60809 0.24371 -2.31514 0.0 0.0 0.0
H 2.14976 -0.53713 -2.91510 0.0 0.0 0.0
C -3.42969 0.60588 1.27835 0.0 0.0 0.0
N -2.55928 1.56977 1.93455 0.0 0.0 0.1
C -3.16196 2.25921 3.06102 0.0 0.0 0.0
P -1.17291 2.04619 1.17704 0.0 -0.1 -0.1
O -0.35644 0.87383 0.74541 0.1 -0.1 0.1
N -1.61573 2.96564 -0.11362 0.0 0.1 0.0
C -2.85426 3.72023 -0.19851 0.0 0.0 0.0
C -0.61692 3.34187 -1.10441 0.0 0.0 0.0
N -0.31532 2.99910 2.21889 0.0 0.0 0.0
C -0.54622 4.42658 2.37328 0.0 0.0 0.0
C 0.45033 2.39253 3.29489 0.0 0.0 0.0
H -4.32454 1.08657 0.86836 0.0 0.0 0.0
H -3.74990 -0.15639 1.99238 0.0 0.0 0.0
H -2.89580 0.11853 0.46466 0.0 0.0 0.0
H -4.01624 2.87600 2.75891 0.0 0.0 0.0
H -2.43624 2.90117 3.55268 0.0 0.0 0.0
H -3.51865 1.52914 3.79079 0.0 0.0 0.0
H -3.55347 3.40229 0.57058 0.0 0.0 0.0
H -3.32125 3.55724 -1.17252 0.0 0.0 0.0
H -2.68197 4.79625 -0.08658 0.0 0.0 0.0
H 0.25158 2.69254 -1.01962 0.0 0.0 0.0
H -0.29912 4.38200 -0.97607 0.0 0.0 0.0
H -1.03396 3.23207 -2.10758 0.0 0.0 0.0
H -1.09704 4.81769 1.52144 0.0 0.0 0.0
H 0.41106 4.94916 2.42678 0.0 0.0 0.0
H -1.10924 4.65853 3.28369 0.0 0.0 0.0
H 0.77919 1.40000 2.99251 0.0 0.0 0.0
H -0.12461 2.31187 4.22425 0.0 0.0 0.0
H 1.33800 2.99525 3.49532 0.0 0.0 0.0
```
Positions in Å, forces in eV/Å.

Gap between HOMO and LUMO in eV: 8.65
2S+1: 1
Calculated total energy in eV: -63703.50072
Energy relative to the best compared isomer or geometry (same formula, charge and spin) in kcal/mol: 0.9
Charge: +1
Lowest unoccupied orbital energy in eV: -2.5

---

[3]
Below is a cluster of 4 separate species, C12H34N2O6 in total at a distorted geometry, with properties calculated with ωB97M-V with the def2-TZVPD basis set.

Structure (XYZ):
```
54
Properties=species:S:1:pos:R:3:forces:R:3
C -0.18249 -0.58511 2.91419 0.0 -0.5 0.9
O 0.38174 -0.14941 1.71457 0.1 0.1 -0.2
C 1.20417 -1.12571 1.10437 -0.3 -0.2 0.4
C 1.89213 -0.52958 -0.09329 0.4 -0.1 0.0
C 2.66351 -1.61718 -0.84425 -0.1 0.5 -0.5
N 2.84649 0.50013 0.34046 -0.1 -0.3 -0.1
H -1.03239 -1.27296 2.80068 0.0 0.2 -0.3
H -0.49737 0.27255 3.50583 -0.1 0.1 -0.2
H 0.54582 -1.14583 3.52530 0.1 0.2 -0.1
H 1.93659 -1.48513 1.84487 0.1 0.1 -0.2
H 0.60510 -2.00727 0.82598 0.0 0.1 -0.2
H 1.14078 -0.09831 -0.76474 -0.2 -0.1 0.1
H 3.58337 -1.82878 -0.30380 0.0 -0.3 0.1
H 2.94270 -1.23165 -1.83029 0.1 0.0 0.1
H 2.06930 -2.51134 -1.03758 0.0 -0.1 0.2
H 2.48448 1.04588 1.11141 -0.2 0.1 -0.2
H 3.03030 1.11396 -0.44175 0.1 0.2 0.2
C -1.81761 2.29668 -4.42171 0.0 -0.2 -0.3
O -1.59223 1.41658 -3.35455 0.3 -0.2 -0.1
C -2.70507 0.62162 -2.99413 -0.2 0.7 0.4
C -2.38060 -0.01813 -1.67442 0.6 -0.9 1.4
C -1.87376 0.98094 -0.62998 0.4 0.4 -0.2
N -1.43393 -1.12954 -1.87655 -0.2 -0.2 -0.6
H -0.97504 2.98413 -4.45027 0.0 0.1 0.0
H -2.74924 2.86613 -4.30889 0.0 0.0 0.1
H -1.86315 1.75843 -5.37814 0.0 0.1 0.0
H -3.54668 1.31330 -2.84672 -0.2 -0.3 -0.2
H -2.94525 -0.15373 -3.72739 0.0 0.1 -0.2
H -3.25750 -0.50717 -1.23403 -0.3 0.3 -0.4
H -2.43142 1.92117 -0.64598 -0.1 -0.1 0.0
H -0.82616 1.21960 -0.82878 -0.1 0.1 -0.1
H -1.87287 0.59407 0.38889 -0.2 -0.2 -0.1
H -0.98811 -1.44093 -1.02567 0.0 0.2 0.1
H -0.71313 -0.89108 -2.54494 0.1 0.2 0.1
O 2.88698 4.45829 -0.06169 0.2 0.4 -0.3
C 2.59754 4.39384 -1.45588 0.0 -1.2 0.5
C 1.10804 4.18802 -1.66586 0.8 0.5 -0.6
O 0.41687 5.36809 -1.25869 -0.2 -0.3 0.1
H 2.51697 5.27917 0.27799 -0.1 0.0 0.0
H 2.99619 5.23044 -2.03396 -0.1 0.2 0.1
H 3.11677 3.48069 -1.77229 0.0 0.2 -0.2
H 0.80573 3.31957 -1.08384 -0.3 0.1 0.1
H 0.94590 3.98829 -2.73064 -0.2 -0.1 0.1
H 0.16284 5.84295 -2.05259 0.0 0.1 0.1
O -0.87085 -5.37521 5.70207 -0.2 0.0 -0.5
C -0.62902 -5.36072 4.28271 0.8 0.1 1.2
C -0.88007 -4.00884 3.64543 -1.1 -0.8 -0.6
O -2.28383 -3.71268 3.60191 0.3 0.2 0.1
H -0.09405 -5.00567 6.13128 -0.1 0.0 0.0
H 0.41859 -5.66228 4.14968 -0.1 0.1 -0.4
H -1.25845 -6.12591 3.83502 -0.2 0.0 0.0
H -0.51606 -4.07294 2.61257 0.3 0.3 0.1
H -0.41143 -3.19397 4.18389 0.2 0.0 0.1
H -2.67114 -4.20745 2.87421 0.0 0.0 0.1
```
Positions in Å, forces in eV/Å.

Gap between HOMO and LUMO in eV: 9.51
2S+1: 1
Calculated total energy in eV: -28258.14572
Energy relative to the best compared isomer or geometry (same formula, charge and spin) in kcal/mol: 15.1
Lowest unoccupied orbital energy in eV: 0.6
Structure (SMILES): COC[C@H](C)N.COC[C@H](C)N.OCCO.OCCO

---

[4]
Below is a structure of composition C12H34NbO4 at a distorted geometry, with properties calculated with ωB97M-V with the def2-TZVPD basis set.

Structure (XYZ):
```
51
Properties=species:S:1:pos:R:3:forces:R:3
C -2.80380 1.97177 -1.80345 0.0 -0.6 0.0
C -2.64351 2.76507 -0.36911 0.4 -0.5 0.2
C -1.67840 1.94670 0.72357 -0.1 1.5 -0.4
O -0.37116 1.78621 0.07241 -1.8 -1.5 0.5
C -0.01828 0.37727 -0.15344 0.2 -1.7 -1.0
Nb 1.65031 -0.37598 1.27775 0.2 0.4 -1.3
C 2.03997 -2.02932 -0.30700 -1.5 0.6 -1.1
O 2.82536 -3.15279 0.22872 -2.6 -0.8 -0.1
C 1.86695 -4.05240 0.89178 0.5 -0.9 1.1
H -3.88615 1.50408 -1.81117 2.1 1.0 -0.4
H -2.05453 1.06306 -1.93516 -1.4 2.0 0.6
H -2.60609 2.67727 -2.74230 -0.7 -1.5 2.1
H -3.69270 2.85327 0.16057 2.0 0.2 -1.2
H -2.17103 3.82429 -0.62167 -1.0 -2.2 0.9
H -2.18812 0.95579 1.07936 1.1 1.7 -0.9
H -1.51390 2.61885 1.68445 -0.4 -1.4 -2.0
H -0.90374 -0.38212 -0.06424 1.1 1.6 -0.4
H 0.44524 0.20870 -1.24090 -1.1 0.7 1.9
H 2.90029 0.70426 0.47435 0.4 0.4 0.3
H 1.23998 0.93563 2.49603 -0.3 0.1 0.1
H 0.39256 -1.41552 2.12113 -0.1 -0.1 0.6
H 2.95073 -1.07958 2.37098 0.0 -0.4 0.1
H 0.94670 -2.39021 -0.62234 2.1 0.4 0.3
H 2.49679 -1.53341 -1.27511 -0.4 -1.3 1.8
H 0.97921 -4.40360 0.21490 1.6 0.8 0.9
H 1.39962 -3.59046 1.88831 1.0 -0.7 -2.2
H 2.46892 -5.01713 1.20515 -1.1 1.9 -0.6
C -6.29465 2.11678 2.27611 -0.1 -0.2 -0.3
C -5.14413 1.70734 3.18181 -0.2 0.6 0.1
C -5.45647 1.99924 4.64085 0.1 -0.2 0.3
O -3.96758 2.41525 2.79995 0.0 0.0 0.0
H -6.48868 3.19266 2.35109 0.0 -0.1 0.1
H -6.05094 1.91224 1.22805 0.0 0.0 0.2
H -7.21144 1.57761 2.53428 0.0 0.1 0.0
H -4.93904 0.63869 3.05601 0.2 0.2 -0.1
H -5.62085 3.07103 4.79965 -0.1 -0.1 -0.1
H -4.61485 1.71087 5.27972 -0.1 0.0 -0.1
H -6.34814 1.45656 4.96993 0.1 0.1 0.0
H -4.14049 3.36520 2.90850 0.1 -0.4 0.0
C 6.23200 -1.79400 -4.85424 0.3 0.2 -0.3
C 5.79810 -1.30569 -3.48132 -0.4 -0.6 -0.2
C 5.57725 -2.46644 -2.52453 0.1 0.1 0.4
O 4.59011 -0.55966 -3.60551 -0.1 0.2 -0.2
H 5.46458 -2.43479 -5.30285 0.0 0.0 0.2
H 6.37533 -0.94866 -5.53578 0.0 -0.1 0.1
H 7.16766 -2.35869 -4.79485 -0.1 0.0 0.0
H 6.55903 -0.63180 -3.07294 -0.3 0.1 -0.1
H 4.78659 -3.13113 -2.89062 0.1 0.0 -0.1
H 5.25350 -2.10081 -1.54416 0.1 -0.1 -0.2
H 6.49327 -3.05131 -2.39531 -0.1 0.0 0.0
H 3.90865 -1.15018 -3.96742 0.3 0.2 0.3
```
Positions in Å, forces in eV/Å.

Gap between HOMO and LUMO in eV: 6.54
2S+1: 1
Calculated total energy in eV: -22725.25306
Charge: -1
Lowest unoccupied orbital energy in eV: 2.6